39
Properties=species:S:1:pos:R:3 method="wB97M-V/def2-TZVPD" e_tot_ha=-2163.74105 spin_multiplicity=2 charge=+3
Re -0.637 -0.077 -0.432
N -0.614 2.804 -2.367
C -0.991 1.680 -2.944
N -1.133 0.495 -2.280
C -1.643 -0.506 -3.151
C -1.800 -0.104 -4.416
S -1.341 1.556 -4.618
C -1.963 -1.735 -2.454
C -2.524 -2.885 -2.837
S -2.777 -3.950 -1.491
C -2.149 -2.768 -0.418
N -1.692 -1.653 -1.061
N -2.109 -2.931 0.889
H -0.498 2.868 -1.368
H -0.533 3.662 -2.897
H -2.167 -0.666 -5.262
H -2.826 -3.192 -3.827
H -2.472 -3.769 1.323
H -1.816 -2.186 1.502
C 2.386 -1.081 -0.854
C 2.262 -0.330 0.436
C 3.356 -0.143 1.277
C 3.216 0.552 2.458
C 1.961 1.083 2.827
C 1.731 1.811 4.024
C 0.487 2.298 4.317
C -0.587 2.084 3.430
C -0.375 1.380 2.270
S -1.652 1.060 1.091
C 0.889 0.872 1.951
N 1.043 0.167 0.760
H 3.406 -1.428 -1.006
H 2.133 -0.444 -1.707
H 1.742 -1.966 -0.859
H 4.313 -0.553 0.987
H 4.070 0.695 3.110
H 2.559 1.975 4.702
H 0.317 2.852 5.230
H -1.571 2.472 3.666